{"formula": "C26H27Br51ClF3NO3P", "method": "ωB97M-V/def2-TZVPD", "orbital_gap_ev": 7.710, "spin_multiplicity": 1, "charge": 0, "species": ["Br", "Br", "Br", "Br", "Br", "Br", "Br", "Br", "Br", "Br", "Br", "Br", "Br", "Br", "Br", "Br", "Br", "Br", "Br", "Br", "Br", "Br", "Br", "Br", "Br", "Br", "Br", "Br", "Br", "Br", "Br", "Br", "Br", "Br", "Br", "Br", "Br", "Br", "Br", "Br", "Br", "Br", "Br", "Br", "Br", "Br", "Br", "Br", "Br", "Br", "Br", "Cl", "P", "F", "F", "F", "O", "O", "O", "N", "C", "C", "C", "C", "C", "C", "C", "C", "C", "C", "C", "C", "C", "C", "C", "C", "C", "C", "C", "C", "C", "C", "C", "C", "C", "C", "H", "H", "H", "H", "H", "H", "H", "H", "H", "H", "H", "H", "H", "H", "H", "H", "H", "H", "H", "H", "H", "H", "H", "H", "H", "H", "H"], "positions_angstrom": [[1.059, 1.822, 7.171], [1.468, -1.309, 6.527], [-4.303, -2.409, -6.238], [-4.875, -4.072, -8.939], [-12.624, 0.280, 1.468], [2.615, -6.957, 5.693], [3.526, 1.642, 3.773], [-1.193, -2.132, -6.333], [-6.764, 0.395, -7.152], [-6.370, 2.988, -5.279], [-1.587, -4.725, -8.206], [-3.955, 3.045, 4.880], [-5.076, 0.166, -4.417], [3.497, 11.525, 1.805], [-6.431, -0.615, 4.400], [6.879, 3.266, 5.150], [7.119, 3.241, 1.936], [6.586, -2.709, -2.077], [9.396, -1.441, 0.294], [8.631, 0.994, 3.683], [3.615, 4.863, 3.743], [-7.837, 2.282, 4.521], [1.758, 3.283, 1.637], [-11.135, -3.930, 2.196], [5.074, -0.463, -3.824], [0.295, 6.087, 1.504], [-0.662, -5.179, -0.840], [1.000, -7.940, -0.872], [-13.214, -4.661, 4.548], [0.101, -4.954, -5.471], [-0.579, -6.721, 5.336], [-0.396, -6.931, 1.852], [2.941, -10.309, -5.242], [3.834, 0.370, 7.930], [12.607, -1.227, 0.139], [0.812, -9.622, 5.518], [2.696, 6.396, -0.623], [4.834, -0.437, -0.610], [-9.412, 0.494, 1.312], [2.753, 8.076, 2.126], [-0.743, 3.259, 4.724], [6.090, 10.201, 0.421], [-6.994, 0.785, 7.247], [-10.266, -3.584, 5.279], [2.532, -7.178, -4.598], [11.144, -1.444, 3.001], [5.307, -8.630, -3.839], [5.945, 10.489, 3.627], [-4.035, -0.965, -9.107], [-10.876, 0.277, 4.175], [-2.207, 3.042, 7.587], [-2.426, -0.611, -3.125], [2.047, 2.579, -2.265], [0.187, 1.394, -6.886], [0.887, 3.683, -6.974], [2.493, 1.949, -6.624], [1.090, 3.860, -1.508], [0.964, 2.496, -4.790], [0.531, -2.447, -3.507], [1.594, -0.328, -2.420], [-11.732, -3.524, 4.002], [-1.368, -4.069, -6.388], [1.122, 2.398, -6.270], [-1.244, -1.672, -0.870], [5.420, 11.251, 1.916], [-7.598, 0.569, 5.410], [3.469, 2.131, -1.025], [2.535, 3.278, 3.420], [5.957, -0.870, -2.139], [0.927, 1.048, -2.600], [-4.952, -2.333, -8.070], [-6.545, 1.051, -5.334], [0.731, 1.125, -4.235], [1.911, 0.162, 7.720], [-0.492, -6.967, -0.091], [-0.425, 0.852, -1.651], [-1.566, -2.842, -0.118], [0.887, -7.761, 6.080], [11.012, -0.804, 1.169], [3.384, -8.838, -4.049], [-2.338, 3.682, 5.755], [0.506, -1.302, -2.819], [8.002, 2.834, 3.622], [1.635, 7.277, 0.749], [-11.007, 0.917, 2.342], [-0.849, -0.655, -2.137], [3.245, 2.650, 0.025], [-1.404, -7.512, -0.356], [-1.715, -3.930, 0.350], [1.377, 4.725, -1.945], [0.066, 0.761, -0.568], [-8.581, 0.090, 5.451], [-0.402, 0.888, -4.446], [2.981, -9.093, -3.063], [1.508, -0.093, 8.706], [-11.078, 2.009, 2.389], [-2.284, -4.323, -5.843], [8.886, 3.477, 3.682], [1.473, 0.407, -4.831], [1.703, 3.308, 4.132], [5.888, 12.238, 1.848], [-7.461, 0.798, -4.790], [2.537, -0.438, -2.872], [-1.309, 1.611, -1.765], [6.841, -0.227, -2.078], [-12.106, -2.495, 3.992], [3.603, 0.972, -0.886], [4.515, 2.582, -1.380], [0.766, -7.751, 7.168], [-6.007, -2.045, -8.024], [10.942, 0.288, 1.216], [-2.409, 4.774, 5.801], [1.097, 8.096, 0.260]], "lowdin_charge": [0.513, 0.557, 0.518, 0.541, 0.568, 0.557, 0.549, 0.525, 0.610, 0.571, 0.549, 0.560, 0.509, 0.524, 0.552, 0.537, 0.542, 0.567, 0.533, 0.549, 0.549, 0.517, 0.593, 0.548, 0.623, 0.543, 0.742, 0.567, 0.558, 0.558, 0.524, 0.546, 0.560, 0.548, 0.563, 0.556, 0.639, 0.728, 0.559, 0.519, 0.583, 0.549, 0.558, 0.538, 0.516, 0.530, 0.554, 0.550, 0.551, 0.605, 0.551, 0.537, 0.993, 0.007, 0.046, 0.027, -0.463, -0.124, -0.092, 0.060, -1.618, -1.570, -0.247, -0.059, -1.597, -1.615, -0.403, -1.539, -1.526, -0.476, -1.573, -1.551, -0.135, -1.584, -1.541, -0.100, -0.092, -1.597, -1.610, -1.607, -1.560, -0.270, -1.581, -1.522, -1.567, -0.610, -0.066, -0.018, -0.054, -0.028, 0.145, -0.111, 0.130, -0.057, -0.023, -0.019, -0.055, -0.023, 0.162, -0.137, -0.025, -0.020, 0.049, 0.138, -0.020, -0.073, -0.183, 0.067, -0.024, -0.086, -0.031, -0.018, -0.018]}

{"formula": "C26H27Cl2N6SSbV", "method": "ωB97M-V/def2-TZVPD", "orbital_gap_ev": [7.491, 6.482], "spin_multiplicity": 3, "charge": 1, "relative_energy_kj_mol": 0.0, "species": ["Sb", "V", "Cl", "Cl", "S", "N", "N", "N", "N", "N", "N", "C", "C", "C", "C", "C", "C", "C", "C", "C", "C", "C", "C", "C", "C", "C", "C", "C", "C", "C", "C", "C", "C", "C", "C", "C", "C", "H", "H", "H", "H", "H", "H", "H", "H", "H", "H", "H", "H", "H", "H", "H", "H", "H", "H", "H", "H", "H", "H", "H", "H", "H", "H", "H"], "positions_angstrom": [[-0.193, -3.456, 2.144], [-0.659, -0.649, -0.038], [2.368, 1.646, 1.598], [-0.223, 1.667, -3.255], [0.624, -2.713, -0.044], [-0.545, -0.449, 2.187], [-2.662, -0.479, 0.310], [0.358, 0.638, -0.465], [-2.224, -1.213, -2.617], [2.596, -1.260, -0.844], [-0.093, -1.639, -2.965], [4.050, 0.348, -1.953], [2.585, 4.055, -1.656], [-3.799, 0.288, 0.413], [2.279, -2.044, 0.203], [-2.548, -1.803, 0.568], [2.748, 3.495, -0.397], [1.082, 1.713, -0.824], [-1.171, 1.936, 2.159], [3.749, -0.621, -0.815], [3.104, -2.310, 1.254], [-3.734, 1.660, -0.129], [-0.563, -0.391, 4.950], [-0.259, -1.599, 4.285], [1.633, 3.465, -2.503], [-4.950, -0.424, 0.611], [-4.932, -1.781, 0.824], [4.360, -1.697, 1.203], [-0.828, 0.678, 2.855], [-1.044, -1.237, -2.082], [2.088, 2.338, -0.014], [-0.889, 0.694, 4.223], [-0.325, -1.731, -4.411], [-3.684, -2.514, 0.854], [4.670, -0.812, 0.231], [-0.356, -1.578, 2.951], [0.988, 2.285, -2.120], [-2.966, -0.919, -1.925], [5.597, -0.327, 0.301], [4.596, 1.254, -1.621], [2.828, -3.024, 2.034], [-5.898, 0.133, 0.574], [-3.789, 2.390, 0.704], [-5.858, -2.317, 0.970], [-0.397, -0.409, 6.034], [-1.119, 1.674, 4.753], [-2.038, 1.729, 1.560], [-3.640, -3.600, 1.026], [5.120, -1.849, 1.977], [3.123, 0.583, -2.408], [-1.360, 2.736, 2.835], [-0.142, -2.505, 4.836], [0.689, -1.870, -4.793], [-0.977, -2.560, -4.662], [3.406, 3.963, 0.294], [0.912, -1.682, -2.643], [-0.789, -0.838, -4.768], [-2.774, 1.805, -0.651], [1.506, 3.803, -3.516], [-4.595, 1.882, -0.754], [-0.500, 2.245, 1.330], [4.673, -0.085, -2.777], [-2.490, -1.568, -3.488], [3.281, 4.851, -1.914]], "lowdin_spin": [0.648, 1.308, -0.005, -0.004, 0.039, 0.014, -0.001, -0.217, 0.005, 0.000, 0.003, 0.000, -0.024, 0.012, 0.015, 0.052, 0.004, -0.019, 0.002, 0.000, 0.020, 0.002, 0.005, 0.044, 0.005, 0.002, 0.013, 0.001, 0.009, -0.002, -0.026, 0.023, 0.000, 0.008, 0.000, 0.056, -0.027, 0.000, 0.000, 0.000, 0.023, 0.000, 0.001, 0.001, 0.000, 0.001, 0.001, 0.004, 0.000, 0.000, 0.000, 0.004, 0.000, 0.000, 0.001, 0.000, 0.000, 0.001, 0.001, 0.000, 0.000, 0.000, 0.000, -0.001]}

{"formula": "C26H27F11O8Si", "method": "ωB97M-V/def2-TZVPD", "smiles": "C#C[Si@](CCCCCCOC(C)=O)(c1ccccc1)C(F)(F)C(F)(F)C(F)(F)C(F)(F)F.O=C1OC[C@@H](F)O1.O=C1OC[C@@H](F)O1", "orbital_gap_ev": 9.778, "spin_multiplicity": 1, "charge": 0, "species": ["Si", "F", "F", "F", "F", "F", "F", "F", "F", "F", "F", "F", "O", "O", "O", "O", "O", "O", "O", "O", "C", "C", "C", "C", "C", "C", "C", "C", "C", "C", "C", "C", "C", "C", "C", "C", "C", "C", "C", "C", "C", "C", "C", "C", "C", "C", "H", "H", "H", "H", "H", "H", "H", "H", "H", "H", "H", "H", "H", "H", "H", "H", "H", "H", "H", "H", "H", "H", "H", "H", "H", "H", "H"], "positions_angstrom": [[-1.816, -1.088, -3.112], [-4.131, -3.089, -3.547], [-2.788, -5.289, -2.609], [-1.618, -1.849, -5.770], [0.544, 3.260, 7.303], [-3.420, -0.778, -5.192], [-2.789, -4.868, -6.069], [-4.292, -3.022, -5.687], [-2.415, -6.636, -4.216], [-1.284, -4.275, -4.630], [-1.125, 3.586, 4.812], [-4.376, -5.811, -4.042], [1.004, 4.183, 2.178], [-0.641, 2.770, 2.766], [2.162, -2.210, 2.152], [1.569, 5.219, 6.838], [0.206, 2.713, 0.673], [1.947, 7.446, 6.865], [2.746, -0.138, 2.839], [0.656, 6.500, 8.447], [2.835, -2.910, -1.482], [1.132, 4.345, 7.866], [1.438, 6.489, 7.338], [0.191, 3.181, 1.763], [0.412, -0.571, 2.706], [-0.103, 3.299, 3.965], [0.586, 4.548, 3.496], [0.978, 2.546, -3.615], [0.716, -2.281, -2.801], [1.648, -3.446, -2.323], [-3.099, -5.531, -3.875], [0.475, 1.977, -4.747], [-2.546, -1.760, -4.788], [-2.607, -4.392, -4.830], [-4.206, -0.330, -1.332], [-3.190, -0.556, -1.976], [-3.398, -3.049, -4.670], [0.638, 2.088, -2.354], [3.074, -2.225, 1.010], [-0.212, 1.016, -2.267], [2.559, -3.282, 0.026], [-0.723, -2.362, -2.232], [0.128, 5.183, 8.613], [-0.377, 0.892, -4.662], [1.890, -0.940, 2.564], [-0.714, 0.413, -3.416], [2.977, -4.281, 0.177], [-0.749, 0.424, -5.568], [-0.217, -1.400, 2.372], [1.989, 4.028, 8.463], [0.213, -0.337, 3.758], [1.037, 2.520, -1.445], [3.804, -3.305, -1.812], [1.673, 3.382, -3.666], [1.436, 4.815, 4.119], [1.211, -1.351, -2.500], [-0.482, 0.609, -1.292], [-0.091, 5.403, 3.437], [0.217, 0.331, 2.118], [1.466, -3.277, 0.118], [4.065, -2.516, 1.375], [-0.867, 5.130, 8.167], [0.560, 2.565, 4.427], [0.652, -2.219, -3.899], [0.780, 2.363, -5.717], [3.094, -1.222, 0.572], [-0.703, -2.028, -1.179], [0.058, 4.918, 9.665], [-5.172, -0.154, -0.914], [2.079, -3.880, -3.236], [1.039, -4.171, -1.776], [-1.141, -3.375, -2.223], [2.923, -1.815, -1.504]], "lowdin_charge": [0.735, 0.143, 0.183, 0.087, 0.071, 0.062, 0.166, 0.139, 0.166, 0.156, 0.071, 0.206, 0.088, 0.125, -0.030, 0.114, 0.168, 0.191, 0.101, 0.078, -0.183, -0.311, -0.542, -0.534, 0.033, -0.318, -0.050, -0.089, -0.239, -0.186, -0.563, -0.089, -0.431, -0.347, 0.065, -0.141, -0.378, -0.072, -0.149, -0.106, -0.154, -0.231, -0.054, -0.084, -0.523, -0.259, 0.117, 0.100, 0.083, 0.176, 0.089, 0.087, 0.106, 0.109, 0.135, 0.089, 0.105, 0.150, 0.069, 0.106, 0.128, 0.147, 0.173, 0.101, 0.108, 0.122, 0.082, 0.142, 0.025, 0.105, 0.102, 0.063, 0.095]}

Per-record calculated total energy, hartree: -133662.60156, -3838.10533, -2996.86542